# 1
{"formula": "C5H10O", "method": "ωB97M-V/def2-TZVPD", "elements": ["C", "C", "C", "C", "C", "H", "H", "H", "H", "H", "H", "H", "H", "H", "H", "O"], "positions_angstrom": [[2.10, 0.10, 0.49], [-0.04, -0.25, -0.49], [-1.14, -0.89, 0.28], [-2.03, 0.20, 0.13], [-0.66, 1.13, -0.07], [1.94, 1.25, 0.70], [3.14, 0.02, 0.24], [2.21, -0.70, 1.48], [-0.12, -0.48, -1.61], [-1.15, -1.93, 0.07], [-0.85, -0.96, 1.40], [-3.00, 0.43, 0.81], [-2.52, -0.20, -0.79], [-0.23, 2.29, -0.57], [0.01, 0.87, 1.19], [1.41, -0.28, -0.63]], "nbo_charge": [-0.280, 0.059, -0.466, -0.415, -0.416, 0.181, 0.195, 0.166, 0.189, 0.231, 0.196, 0.236, 0.219, 0.251, 0.182, -0.525], "e_lumo_ev": 1.041, "charge": 0, "orbital_gap_ev": 10.71, "homo_energy_ev": -9.67}

---

# 2
{"formula": "C5H10O", "method": "ωB97M-V/def2-TZVPD", "elements": ["C", "C", "C", "C", "C", "O", "H", "H", "H", "H", "H", "H", "H", "H", "H", "H"], "positions_angstrom": [[-1.39, 0.47, -0.04], [-1.03, -0.99, 0.19], [0.39, -0.89, 0.69], [1.49, -0.83, -0.35], [0.96, 0.42, 0.24], [0.58, 1.70, -1.29], [-1.52, 0.99, 0.91], [-2.30, 0.63, -0.65], [-0.35, 1.26, -0.94], [-1.69, -1.53, 0.89], [-1.05, -1.55, -0.76], [0.64, -1.23, 1.70], [2.50, -1.12, -0.08], [1.21, -1.07, -1.37], [1.53, 1.15, 0.79], [0.56, 2.61, -0.95]], "nbo_charge": [-0.682, -0.423, -0.277, -0.486, 0.133, -0.881, 0.184, 0.199, 0.459, 0.199, 0.197, 0.225, 0.233, 0.243, 0.208, 0.470], "e_lumo_ev": [0.022, 0.020], "charge": 0, "orbital_gap_ev": [7.57, 7.57], "homo_energy_ev": [-7.55, -7.55]}

---

# 3
{"formula": "C5H10O", "method": "ωB97M-V/def2-TZVPD", "elements": ["C", "C", "O", "C", "C", "C", "H", "H", "H", "H", "H", "H", "H", "H", "H", "H"], "positions_angstrom": [[-0.10, -1.99, 0.47], [0.74, -0.74, 0.54], [1.43, -0.28, -0.62], [0.30, 0.47, -0.16], [0.50, 1.86, 0.41], [-0.93, 0.40, -1.08], [0.49, -2.91, 0.51], [-0.69, -2.00, -0.45], [-0.80, -1.98, 1.32], [1.35, -0.66, 1.45], [0.78, 1.91, 1.47], [1.19, 2.48, -0.17], [-0.50, 2.29, 0.30], [-1.81, -0.02, -0.57], [-0.71, -0.22, -1.96], [-1.24, 1.39, -1.46]], "nbo_charge": [-0.639, 0.064, -0.495, 0.206, -0.629, -0.646, 0.219, 0.218, 0.215, 0.177, 0.215, 0.226, 0.211, 0.216, 0.229, 0.214], "e_lumo_ev": 1.016, "charge": 0, "smiles": "C[C@H]1OC1(C)C", "orbital_gap_ev": 11.07, "homo_energy_ev": -10.05}

---

# 4
{"formula": "C5H10O", "method": "ωB97M-V/def2-TZVPD", "elements": ["C", "C", "C", "C", "C", "O", "H", "H", "H", "H", "H", "H", "H", "H", "H", "H"], "positions_angstrom": [[-1.92, 0.54, 0.18], [-0.94, -0.58, -0.21], [0.37, -0.49, 0.55], [1.65, -0.99, -0.07], [1.42, 0.47, 0.08], [1.22, 1.18, -1.11], [-1.46, 1.25, 0.88], [-2.82, 0.15, 0.68], [-2.26, 1.11, -0.69], [-1.40, -1.56, -0.03], [-0.72, -0.53, -1.28], [0.28, -0.60, 1.63], [2.39, -1.47, 0.56], [1.59, -1.37, -1.08], [2.00, 1.01, 0.84], [0.59, 1.89, -0.93]], "nbo_charge": [-0.619, -0.409, -0.245, -0.436, 0.073, -0.705, 0.202, 0.212, 0.209, 0.207, 0.216, 0.211, 0.217, 0.224, 0.172, 0.469], "e_lumo_ev": 0.991, "charge": 0, "smiles": "CC[C@H]1C[C@H]1O", "orbital_gap_ev": 10.65, "homo_energy_ev": -9.66}

---

# 5
{"formula": "C5H10O", "method": "ωB97M-V/def2-TZVPD", "elements": ["C", "C", "C", "C", "C", "O", "H", "H", "H", "H", "H", "H", "H", "H", "H", "H"], "positions_angstrom": [[-0.85, 0.13, -1.74], [0.25, 0.13, -0.72], [1.32, -0.67, -0.80], [0.05, 1.04, 0.48], [-0.62, 0.14, 1.49], [-1.91, 0.15, 1.23], [-0.78, -0.73, -2.41], [-1.83, 0.10, -1.24], [-0.82, 1.04, -2.34], [2.10, -0.66, -0.05], [1.45, -1.36, -1.64], [2.13, -1.16, 2.49], [1.01, 1.39, 0.87], [-0.57, 1.91, 0.20], [1.42, -0.97, 2.36], [-2.33, -0.49, 1.83]], "nbo_charge": [-0.650, 0.029, -0.390, -0.600, 0.288, -0.667, 0.217, 0.225, 0.219, 0.206, 0.198, -0.043, 0.231, 0.218, 0.020, 0.501], "e_lumo_ev": 0.826, "charge": 0, "orbital_gap_ev": 9.41, "homo_energy_ev": -8.58}

---

# 6
{"formula": "C5H10O", "method": "ωB97M-V/def2-TZVPD", "elements": ["C", "C", "C", "C", "C", "O", "H", "H", "H", "H", "H", "H", "H", "H", "H", "H"], "positions_angstrom": [[-1.30, -2.60, -1.37], [-0.10, -1.58, -0.93], [-0.51, -0.45, -0.02], [0.36, 0.25, 0.73], [0.25, 1.76, 1.03], [1.32, 2.73, 0.67], [-1.31, -3.72, -0.90], [-1.39, -2.71, -2.49], [-2.35, -2.15, -1.06], [0.47, -1.35, -1.85], [0.46, -2.31, -0.38], [-1.49, -0.12, -0.03], [1.42, -0.07, 1.25], [0.10, 1.90, 2.26], [-0.76, 2.20, 0.58], [2.15, 2.12, 0.53]], "nbo_charge": [-0.622, -0.454, -0.168, -0.209, -0.106, -0.710, 0.213, 0.212, 0.202, 0.227, 0.224, 0.197, 0.194, 0.158, 0.181, 0.463], "e_lumo_ev": 0.815, "charge": 0, "smiles": "CC/C=C/CO", "orbital_gap_ev": 9.94, "homo_energy_ev": -9.12}

---

# 7
{"formula": "C5H10O", "method": "ωB97M-V/def2-TZVPD", "elements": ["C", "C", "C", "C", "C", "O", "H", "H", "H", "H", "H", "H", "H", "H", "H", "H"], "positions_angstrom": [[2.05, 0.09, 0.02], [0.87, 0.78, 0.47], [-0.40, -0.02, -0.03], [-1.38, 1.04, -0.31], [-0.79, -0.95, 1.06], [0.04, -0.71, -1.14], [1.98, -0.77, -0.78], [3.07, 0.42, 0.35], [0.78, 1.72, 1.14], [-0.86, 1.73, -1.05], [-2.34, 0.76, -0.82], [-1.80, 1.51, 0.60], [-1.38, -0.51, 1.90], [0.26, -1.46, 1.31], [-1.42, -1.85, 0.58], [-0.68, -1.48, -1.38]], "nbo_charge": [-0.418, -0.221, 0.157, -0.635, -0.625, -0.718, 0.248, 0.197, 0.233, 0.227, 0.208, 0.218, 0.226, 0.239, 0.190, 0.475], "e_lumo_ev": 0.849, "charge": 0, "smiles": "C=CC(C)(C)O", "orbital_gap_ev": 9.97, "homo_energy_ev": -9.12}

---

# 8
{"formula": "C5H10O", "method": "ωB97M-V/def2-TZVPD", "elements": ["C", "C", "C", "C", "C", "O", "H", "H", "H", "H", "H", "H", "H", "H", "H", "H"], "positions_angstrom": [[-0.57, 1.40, -0.36], [-0.69, 0.09, 0.39], [-1.40, -0.99, -0.43], [1.46, -0.73, -0.53], [1.93, 0.05, 0.63], [0.58, -0.50, 0.87], [0.09, 2.10, 0.16], [-1.56, 1.86, -0.40], [-0.20, 1.25, -1.38], [-1.23, 0.24, 1.33], [-2.48, -0.79, -0.45], [-1.24, -1.98, 0.01], [-1.02, -1.02, -1.46], [1.74, -1.77, -0.35], [2.61, -0.37, 1.37], [1.97, 1.14, 0.60]], "nbo_charge": [-0.652, 0.128, -0.638, -0.296, -0.137, -0.427, 0.212, 0.222, 0.243, 0.186, 0.212, 0.223, 0.237, 0.130, 0.181, 0.176], "e_lumo_ev": 1.048, "charge": 0, "orbital_gap_ev": 8.89, "homo_energy_ev": -7.84}

---

- Number 8 is which compound?
  C5H10O